Density functional theory data (ωB97M-V/def2-TZVPD) for an isolated molecule of C3H8 at a distorted geometry.

Output
- E_LUMO: 1.32 eV
- Energy above the lowest of the compared OMol25 structures with the same formula, charge and spin: 2.3 kcal/mol
- SMILES string: CCC

Last column: Löwdin charge in e.
Geometry (Å):
C  0.5929  0.5939  -0.9935  -0.15
C  -0.0682  -0.3681  1.1595  -0.13
C  -0.5475  -0.0504  -0.2631  -0.33
H  0.4114  0.7369  -2.0681  0.07
H  1.4953  -0.0354  -0.9240  0.08
H  0.8162  1.5589  -0.5638  0.06
H  0.5168  -1.2711  1.1159  0.06
H  -0.8893  -0.5691  1.8513  0.06
H  0.5080  0.4441  1.6160  0.07
H  -1.4642  0.5800  -0.2162  0.11
H  -0.7859  -0.9675  -0.7772  0.09